Entry from the OMol25 dataset: a molecular structure, C12H16AlBrF16O4P in a non-equilibrium geometry (ωB97M-V/def2-TZVPD).

Energy (eV): -150303.689
HOMO level (eV): -3.9
Maximum force (eV/A): 1.23
Orbital gap (eV): 5.89
Molecular weight (g mol⁻¹): 666.1

The geometry in ORCA input format:
```
! RIJCOSX wB97M-V def2-TZVPD def2/J DEFGRID3
* xyz -1 1
O -2.67 -2.48 -0.48
C -1.76 -1.77 0.38
C -0.94 -2.67 1.28
Al -1.49 -4.63 1.15
P -0.44 -5.42 -0.86
O -1.16 -4.55 -2.11
Br 1.68 -4.54 -0.74
H -3.43 -1.93 -0.57
H -2.35 -1.11 1.02
H -1.11 -1.16 -0.21
H -0.99 -2.33 2.30
H 0.08 -2.66 0.94
H -0.92 -5.51 2.37
H -3.09 -4.82 1.07
H -2.06 -4.37 -1.85
C -2.16 4.84 2.34
C -3.59 4.28 2.27
C -3.94 3.08 3.15
F -3.18 2.00 2.86
F -5.23 2.74 2.94
F -3.91 4.02 0.98
F -4.41 5.29 2.68
O -1.23 4.45 1.34
C -0.51 3.28 1.47
C -0.87 2.26 0.39
F -2.19 1.99 0.41
F -0.20 1.12 0.62
F -0.62 2.78 2.71
F 0.78 3.61 1.29
H -2.27 5.91 2.16
H -1.74 4.74 3.34
H -3.81 3.33 4.21
H -0.61 2.64 -0.60
C 2.98 -1.25 -0.85
C 1.77 -0.96 -1.75
C 1.68 -1.68 -3.10
F 2.73 -1.39 -3.90
F 0.56 -1.28 -3.73
F 1.66 0.39 -1.93
F 0.69 -1.36 -1.05
O 4.08 -0.34 -0.87
C 5.07 -0.43 -1.81
C 5.08 0.80 -2.72
F 3.90 0.97 -3.33
F 6.03 0.63 -3.68
F 5.00 -1.57 -2.50
F 6.24 -0.43 -1.14
H 2.60 -1.17 0.16
H 3.32 -2.28 -0.96
H 1.64 -2.76 -2.94
H 5.32 1.70 -2.14
*
```


Entry from the OMol25 dataset: a molecular structure, C42H35F9HgN4O4PS (ωB97M-V/def2-TZVPD).

Energy (eV): -107032.516
⟨S²⟩: 0.78
HOMO level (alpha / beta) (eV): 0.2 / -2.7
Maximum force (eV/A): 0.95
Orbital gap (alpha / beta) (eV): 3.82 / 6.73
Molecular weight (g mol⁻¹): 1094.4

The geometry in ORCA input format:
```
! RIJCOSX wB97M-V def2-TZVPD def2/J DEFGRID3
* xyz -2 2
Hg 0.65 0.87 -0.14
C -2.93 0.62 1.37
C -2.27 -0.71 0.92
N -1.60 -0.63 -0.36
C -2.44 -0.41 -1.53
C -1.83 0.61 -2.52
N -1.20 1.73 -1.87
C -2.04 2.83 -1.43
C -2.98 2.48 -0.27
N -2.32 1.80 0.82
H -2.85 0.65 2.46
H -4.00 0.59 1.13
H -3.04 -1.50 0.94
H -1.50 -0.99 1.65
H -0.99 -1.43 -0.50
H -3.42 -0.07 -1.20
H -2.61 -1.35 -2.08
H -2.61 0.91 -3.24
H -1.04 0.09 -3.08
H -0.41 2.09 -2.39
H -2.67 3.22 -2.26
H -1.37 3.63 -1.11
H -3.79 1.84 -0.65
H -3.47 3.41 0.05
H -1.96 2.43 1.52
S -0.96 0.44 4.97
C -0.43 -1.20 5.10
C -0.71 -2.11 6.10
C -0.14 -3.38 6.04
C 0.73 -3.69 5.00
C 1.02 -2.77 4.00
C 0.41 -1.50 4.00
N 0.58 -0.53 3.07
C -0.04 0.61 3.42
C 0.01 1.89 2.81
C -0.47 3.03 3.54
C -0.39 4.32 3.06
C 0.18 4.57 1.82
C 0.61 3.48 1.05
C 0.52 2.17 1.50
H -1.37 -1.84 6.92
H -0.35 -4.12 6.81
H 1.21 -4.67 4.96
H 1.73 -3.04 3.22
H -0.89 2.88 4.53
H -0.75 5.13 3.67
H 0.28 5.58 1.44
H 1.01 3.66 0.06
O 2.74 2.35 -3.79
C 2.19 1.81 -2.84
O 1.69 2.34 -1.81
C 2.05 0.23 -2.89
O 2.57 -0.41 -3.79
O 1.34 -0.35 -1.95
F -0.60 -8.10 2.50
C -1.18 -7.61 1.38
F -2.43 -7.26 1.74
F -1.30 -8.66 0.53
C -0.41 -6.47 0.78
C 0.24 -6.60 -0.43
C 0.90 -5.52 -0.99
C 0.93 -4.27 -0.36
C 0.26 -4.18 0.87
C -0.38 -5.25 1.45
P 1.25 -2.56 -1.14
C 1.66 -3.17 -2.83
C 0.78 -2.86 -3.86
C 0.97 -3.38 -5.13
C 2.05 -4.21 -5.38
C 2.95 -4.52 -4.37
C 2.74 -4.00 -3.10
C 2.26 -4.83 -6.73
F 1.36 -4.42 -7.65
F 2.18 -6.18 -6.69
F 3.48 -4.56 -7.24
C 2.90 -2.16 -0.44
C 3.02 -1.99 0.94
C 4.19 -1.52 1.50
C 5.27 -1.21 0.69
C 5.16 -1.33 -0.69
C 3.98 -1.80 -1.25
C 6.53 -0.71 1.32
F 6.99 -1.55 2.27
F 6.37 0.48 1.92
F 7.54 -0.56 0.43
H 0.23 -7.55 -0.95
H 1.39 -5.66 -1.94
H 0.23 -3.22 1.38
H -0.88 -5.14 2.41
H -0.04 -2.18 -3.67
H 0.28 -3.13 -5.93
H 3.79 -5.16 -4.57
H 3.44 -4.25 -2.31
H 2.17 -2.18 1.59
H 4.25 -1.38 2.57
H 5.98 -1.04 -1.33
H 3.89 -1.83 -2.33
*
```


Entry from the OMol25 dataset: a molecular structure, C37H44AlGeI2N7O in a non-equilibrium geometry (ωB97M-V/def2-TZVPD).

Energy (eV): -130853.907
HOMO level (alpha / beta) (eV): -11.4 / -11.4
Maximum force (eV/A): 5.25
Orbital gap (alpha / beta) (eV): 2.72 / 2.72
Molecular weight (g mol⁻¹): 956.2

The geometry in ORCA input format:
```
! RIJCOSX wB97M-V def2-TZVPD def2/J DEFGRID3
* xyz 2 1
Al 7.08 11.31 13.96
I 6.08 14.38 17.66
C 7.86 13.83 16.76
C 9.11 13.99 17.30
C 10.04 12.96 17.32
I 11.24 13.29 19.02
C 10.00 11.88 16.44
C 10.90 10.85 16.07
C 10.75 10.14 14.89
C 9.92 10.69 13.89
N 8.95 11.56 14.21
C 8.89 12.04 15.55
C 7.79 12.90 15.70
O 6.88 13.01 14.76
H 9.37 14.89 17.85
H 11.73 10.62 16.75
H 11.42 9.31 14.55
H 10.10 10.45 12.83
C 4.01 14.65 12.04
N 4.99 13.80 12.54
C 4.35 12.69 13.31
C 6.29 13.61 12.12
N 6.86 12.39 12.23
C 7.18 11.53 11.10
C 7.16 11.94 9.70
C 8.01 11.30 8.84
C 8.95 10.32 9.21
C 8.73 9.66 10.50
C 7.65 10.23 11.34
N 7.33 9.61 12.63
C 6.67 8.35 12.65
N 5.34 8.38 12.95
C 4.69 8.00 14.19
C 4.46 8.53 11.85
N 7.26 7.15 12.56
C 8.70 6.93 12.68
C 6.38 5.90 12.30
N 7.13 14.71 11.81
C 8.41 14.43 11.14
C 6.99 15.85 12.70
H 4.29 15.62 11.52
H 3.45 15.07 12.91
H 3.31 14.13 11.41
H 3.55 13.17 13.90
H 5.02 12.11 13.96
H 3.96 11.97 12.57
H 6.59 12.83 9.36
H 8.13 11.63 7.80
H 9.82 10.15 8.55
H 9.39 8.92 10.95
H 5.45 8.03 14.98
H 4.30 6.95 14.10
H 3.81 8.70 14.39
H 4.95 8.93 10.91
H 3.73 9.31 12.10
H 3.90 7.58 11.68
H 9.19 7.71 12.11
H 8.93 5.93 12.24
H 9.09 7.06 13.70
H 5.51 6.25 11.72
H 6.00 5.33 13.19
H 6.95 5.19 11.70
H 8.63 15.36 10.49
H 8.25 13.62 10.45
H 9.27 14.02 11.71
H 7.05 15.41 13.78
H 6.00 16.16 12.48
H 7.77 16.63 12.38
H 6.20 10.39 15.01
Ge 13.37 12.67 8.96
C 13.73 13.14 7.07
C 14.94 12.68 6.51
C 15.14 12.86 5.14
C 14.10 13.38 4.36
C 12.88 13.81 4.92
C 12.70 13.67 6.29
C 15.17 12.40 9.69
C 15.30 11.76 10.91
C 16.27 12.18 11.82
C 17.26 13.11 11.38
C 17.31 13.52 10.07
C 16.17 13.27 9.21
H 12.94 11.13 8.95
H 15.72 12.23 7.10
H 16.08 12.59 4.59
H 14.25 13.46 3.25
H 12.00 14.09 4.32
H 11.74 13.95 6.76
H 14.67 10.89 10.98
H 16.19 12.00 12.87
H 17.97 13.51 12.10
H 18.09 14.19 9.70
H 16.11 13.79 8.18
*
```


Entry from the OMol25 dataset: 2 unconnected molecules or ions with the total composition C26H28N2O in a non-equilibrium geometry (ωB97M-V/def2-TZVPD).

Energy (eV): -32440.032
HOMO level (eV): -4.5
Maximum force (eV/A): 2.43
Orbital gap (eV): 2.68
Molecular weight (g mol⁻¹): 384.5

The geometry in ORCA input format:
```
! RIJCOSX wB97M-V def2-TZVPD def2/J DEFGRID3
* xyz 0 1
C 0.04 -2.75 2.72
N 1.30 -2.02 2.64
C 1.52 -0.65 2.65
C 0.46 0.35 2.77
C -0.92 -0.07 2.69
C -1.86 0.31 3.60
C -3.22 -0.15 3.63
C -4.04 0.17 4.73
C -5.34 -0.27 4.79
C -5.87 -1.03 3.77
C -5.08 -1.37 2.68
C -3.77 -0.94 2.61
O 0.72 1.54 3.03
N 2.89 -0.47 2.69
C 3.67 0.82 2.71
C 5.18 0.52 2.68
C 3.34 1.60 3.99
C 3.27 1.63 1.48
C 3.49 -1.72 2.69
C 2.52 -2.66 2.66
H 0.21 -3.82 2.82
H -0.53 -2.41 3.58
H -0.55 -2.59 1.81
H -1.21 -0.73 1.89
H -1.53 0.92 4.41
H -3.63 0.75 5.54
H -5.95 -0.01 5.64
H -6.89 -1.37 3.81
H -5.48 -1.98 1.89
H -3.17 -1.23 1.77
H 5.46 -0.04 1.80
H 5.76 1.44 2.68
H 5.48 -0.05 3.56
H 2.28 1.80 4.05
H 3.62 1.03 4.88
H 3.87 2.55 4.00
H 2.20 1.83 1.49
H 3.80 2.58 1.46
H 3.51 1.09 0.57
H 4.55 -1.91 2.71
H 2.66 -3.73 2.68
C -3.14 4.11 -0.16
C -3.52 2.85 0.29
C -2.48 1.95 0.11
C -1.39 2.65 -0.48
C -1.81 4.00 -0.65
C -0.95 4.94 -1.22
C 0.31 4.52 -1.61
C 0.73 3.20 -1.44
C -0.11 2.26 -0.88
H -3.73 5.01 -0.14
H -4.48 2.62 0.73
H -2.49 0.90 0.36
H -1.27 5.96 -1.35
H 0.99 5.24 -2.05
H 1.72 2.91 -1.75
H 0.20 1.24 -0.75
*
```


Entry from the OMol25 dataset: a molecular structure, C11H12LaN3O5P in a non-equilibrium geometry (ωB97M-V/def2-TZVPD).

Energy (eV): -36409.469
HOMO level (alpha / beta) (eV): -19.9 / -19.4
Maximum force (eV/A): 16.66
Orbital gap (alpha / beta) (eV): 6.27 / 5.75
Molecular weight (g mol⁻¹): 436.1

The geometry in ORCA input format:
```
! RIJCOSX wB97M-V def2-TZVPD def2/J DEFGRID3
* xyz 3 1
O 2.07 0.83 -2.19
C 1.34 0.53 -1.41
La -0.12 -0.05 0.12
O -2.34 0.56 -2.00
C -1.50 0.37 -1.29
C 1.51 -0.36 1.28
O 2.33 -0.56 2.00
C -0.08 1.91 0.64
O -0.14 2.96 0.99
C 0.09 -1.91 -0.65
O 0.13 -2.96 -0.99
C -4.25 -2.40 3.33
N -2.88 -2.84 2.98
C -1.95 -2.54 4.11
N -1.97 -1.09 4.48
C -3.36 -0.68 4.81
N -4.27 -0.95 3.67
C -3.92 -0.12 2.50
P -2.22 -0.46 1.87
C -2.41 -2.27 1.70
C -1.35 -0.23 3.46
H -4.62 -2.98 4.19
H -4.94 -2.59 2.49
H -0.92 -2.85 3.84
H -2.25 -3.14 4.98
H -3.39 0.39 5.07
H -3.71 -1.24 5.69
H -4.63 -0.31 1.69
H -3.98 0.94 2.78
H -1.43 -2.71 1.46
H -3.11 -2.50 0.87
H -1.38 0.84 3.75
H -0.31 -0.54 3.34
*
```


Entry from the OMol25 dataset: a molecular structure, C12H18Cl2NO5PPtSTe (ωB97M-V/def2-TZVPD).

Energy (eV): -80174.142
⟨S²⟩: 2.01
HOMO level (alpha / beta) (eV): -7.4 / -7.5
Maximum force (eV/A): 0.31
Orbital gap (alpha / beta) (eV): 7.47 / 4.68
Molecular weight (g mol⁻¹): 712.9

The geometry in ORCA input format:
```
! RIJCOSX wB97M-V def2-TZVPD def2/J DEFGRID3
* xyz 0 3
Pt 1.48 -1.10 1.05
Cl 0.17 -3.03 1.50
C -0.35 -3.59 -0.09
C -1.17 -4.71 -0.11
C -1.64 -5.17 -1.32
C -1.30 -4.50 -2.49
C -0.47 -3.39 -2.43
Cl -0.10 -2.58 -3.92
C 0.05 -2.89 -1.23
S 1.07 -1.47 -1.20
H -1.43 -5.20 0.82
H -2.28 -6.04 -1.36
H -1.66 -4.83 -3.45
N -2.05 -0.03 -1.87
C -2.66 -0.73 -0.74
C -2.62 0.12 0.53
O -2.85 -0.31 1.62
O -2.33 1.41 0.29
H -2.52 -0.24 -2.74
H -1.07 -0.30 -1.96
H -2.18 1.45 -0.68
H -2.20 -1.69 -0.50
H -3.72 -0.92 -0.94
C 0.06 3.38 -1.08
C 0.84 2.12 -0.82
O 2.07 2.48 -0.09
P 2.34 2.01 1.37
O 2.71 0.57 1.57
Te 4.24 3.28 2.15
O 1.04 2.45 2.14
C 0.79 1.97 3.49
C -0.32 0.96 3.47
H -0.81 3.15 -1.71
H 0.67 4.11 -1.61
H -0.30 3.82 -0.15
H 1.18 1.64 -1.73
H 0.27 1.41 -0.23
H 0.53 2.86 4.06
H 1.71 1.56 3.90
H -1.25 1.39 3.08
H -0.50 0.60 4.48
H -0.06 0.11 2.83
*
```


Entry from the OMol25 dataset: C7H12 in the gas phase in a non-equilibrium geometry (ωB97M-V/def2-TZVPD).

Energy (eV): -7444.156
HOMO level (eV): -6.7
Maximum force (eV/A): 4.43
Orbital gap (eV): 5.47
Molecular weight (g mol⁻¹): 96.2

The geometry in ORCA input format:
```
! RIJCOSX wB97M-V def2-TZVPD def2/J DEFGRID3
* xyz 0 1
C -0.20 3.06 -0.27
C -0.08 1.72 -1.04
C 0.53 0.78 -0.01
C -0.19 0.23 1.16
C 0.09 -3.21 -0.46
C -0.01 -2.34 0.86
C 0.43 -0.96 0.54
H -0.48 2.86 0.77
H 0.69 3.63 -0.41
H -0.92 3.75 -0.87
H 0.56 1.90 -1.91
H -1.06 1.29 -1.31
H -1.26 0.27 0.88
H 0.06 0.19 2.23
H 0.73 -4.04 -0.70
H -0.97 -3.32 -0.68
H 0.33 -2.32 -1.13
H 0.25 -2.47 1.93
H 1.49 -1.02 0.44
*
```


> What is the formula in the sixth record?

C12H18Cl2NO5PPtSTe


> Which of these has the highest molecular weight?

C42H35F9HgN4O4PS


> Number 7 is which compound?

C7H12


> Which of these has the highest energy?

C7H12